[1]
{"formula": "C5H12N2O", "method": "the ωB97M-V functional and the def2-TZVPD basis", "orbital_gap_ev": [7.29, 6.91], "de_lowest_kcal_mol": 175.3, "fmax_ev_per_a": 4.12, "homo_energy_ev": [-6.734, -6.318], "symbols": ["C", "C", "C", "C", "N", "N", "C", "O", "H", "H", "H", "H", "H", "H", "H", "H", "H", "H", "H", "H"], "xyz": [[-0.99, 0.23, -0.02], [-1.45, -0.25, 1.33], [-1.44, 1.63, -0.38], [1.26, -0.67, -0.23], [1.15, -1.91, -0.65], [3.23, 0.38, -0.06], [1.09, 0.54, -0.01], [-1.33, -0.69, -1.05], [-2.30, -0.74, -1.14], [1.40, -2.66, -0.02], [0.44, -2.06, -1.36], [3.57, -0.22, 0.70], [3.63, 0.00, -0.92], [1.16, 1.58, 0.22], [-1.13, 0.43, 2.12], [-2.55, -0.33, 1.38], [-1.05, -1.25, 1.54], [-2.53, 1.68, -0.48], [-1.15, 2.35, 0.38], [-1.02, 1.94, -1.34]]}

---

[2]
{"formula": "C4H11N2O", "method": "the ωB97M-V functional and the def2-TZVPD basis", "orbital_gap_ev": 10.27, "smiles": "NCC[C@@H]([NH3+])C=O", "de_lowest_kcal_mol": 51.4, "fmax_ev_per_a": 2.26, "total_charge": 1, "homo_energy_ev": -13.795, "symbols": ["O", "C", "C", "C", "C", "N", "N", "H", "H", "H", "H", "H", "H", "H", "H", "H", "H", "H"], "xyz": [[0.28, -2.45, -1.01], [0.67, -1.31, -0.85], [0.11, -0.63, 0.39], [-0.92, 0.45, 0.15], [-0.33, 1.79, -0.37], [0.99, 1.54, -1.02], [-0.33, -1.73, 1.34], [1.42, -0.93, -1.54], [0.91, -0.15, 0.95], [-1.40, 0.60, 1.12], [-1.71, 0.17, -0.57], [-0.22, 2.38, 0.53], [-0.96, 2.39, -1.02], [1.64, 2.12, -0.51], [0.92, 1.83, -1.98], [-1.17, -1.58, 1.89], [-0.42, -2.51, 0.63], [0.50, -1.98, 1.87]]}

---

[3]
{"formula": "C3H7NO", "method": "the ωB97M-V functional and the def2-TZVPD basis", "orbital_gap_ev": 10.76, "smiles": "C=NCOC", "de_lowest_kcal_mol": 51.8, "fmax_ev_per_a": 0.42, "homo_energy_ev": -9.666, "symbols": ["C", "O", "C", "N", "C", "H", "H", "H", "H", "H", "H", "H"], "xyz": [[-1.61, 0.10, -0.84], [-0.86, -1.06, -0.56], [0.30, -0.91, 0.20], [1.23, 0.11, -0.26], [1.69, 0.83, 0.67], [-1.41, 0.92, -0.14], [-1.39, 0.45, -1.85], [-2.67, -0.16, -0.78], [0.82, -1.87, 0.11], [0.07, -0.75, 1.27], [2.51, 1.52, 0.48], [1.31, 0.80, 1.70]]}